(1)
C4H8N2O | ωB97M-V/def2-TZVPD

Last columns: bonded neighbours and bond lengths (Å).
Positions of all 15 atoms, in Å:
1 C 1.668 -0.262 -1.077  N5 1.228, H8 1.080
2 C -1.777 0.582 -1.446  N6 1.356, O7 1.207, H9 1.105
3 C 0.284 -0.075 1.570  C4 1.492, H10 1.088, H11 1.087, H12 1.093
4 C -0.041 0.454 0.213  C3 1.492, N6 1.388, H13 1.082
5 N 1.294 -1.230 -1.733  C1 1.228, H14 1.022
6 N -1.135 -0.082 -0.453  C2 1.356, C4 1.388, H15 1.011
7 O -1.604 1.741 -1.734  C2 1.207
8 H 2.580 0.305 -0.962  C1 1.080
9 H -2.528 -0.054 -1.949  C2 1.105
10 H 0.228 -1.162 1.591  C3 1.088
11 H 1.285 0.231 1.860  C3 1.087
12 H -0.418 0.321 2.310  C3 1.093
13 H 0.060 1.518 0.052  C4 1.082
14 H 1.922 -1.703 -2.385  N5 1.022
15 H -1.278 -1.079 -0.363  N6 1.011

E_LUMO = 0.0382 Eh
relative energy (zero: lowest compared OMol25 entry of this formula, charge and spin) = 80.2 kcal/mol
HOMO = -0.2840 hartree
frontier orbital gap = 8.768 eV

Löwdin atomic charge list, values in e, 5 entries: C -0.090; C -0.364; C -0.098; C -0.227; N 0.029

---

(2)
C4H8N2O | ωB97M-V/def2-TZVPD

Last columns: bonded neighbours and bond lengths (Å).
Positions of all 15 atoms, in Å:
1 C 0.682 1.232 -1.119  C2 1.500, H8 1.096, H9 1.095, H10 1.092
2 C 0.494 -0.166 -0.610  C1 1.500, C4 1.514, C6 1.310
3 O 0.875 -0.116 2.118  N7 1.457, H11 0.961
4 C -0.854 -0.854 -0.650  C2 1.514, N5 1.464, H12 1.102, H13 1.094
5 N -1.754 -0.022 0.151  C4 1.464, H14 1.019, H15 1.016
6 C 1.398 -0.702 0.172  C2 1.310, N7 1.245
7 N 1.830 -0.881 1.327  O3 1.457, C6 1.245
8 H 1.550 1.708 -0.648  C1 1.096
9 H -0.215 1.795 -0.843  C1 1.095
10 H 0.801 1.263 -2.204  C1 1.092
11 H 1.281 -0.035 2.985  O3 0.961
12 H -0.745 -1.883 -0.272  C4 1.102
13 H -1.235 -0.910 -1.674  C4 1.094
14 H -1.417 -0.011 1.113  N5 1.019
15 H -2.689 -0.418 0.153  N5 1.016

E_LUMO = 0.0303 Eh
SMILES string = CC(=C=NO)CN
relative energy (zero: lowest compared OMol25 entry of this formula, charge and spin) = 104.0 kcal/mol
HOMO = -0.3444 hartree
frontier orbital gap = 10.198 eV

Löwdin atomic charge list, values in e, 5 entries: C -0.042; C -0.270; O -0.098; C -0.238; N 0.009

---

(3)
C4H8N2O | ωB97M-V/def2-TZVPD

Last columns: bonded neighbours and bond lengths (Å).
Positions of all 15 atoms, in Å:
1 C -1.540 -2.804 -1.422  O7 1.135
2 C 0.205 0.693 0.282  C3 1.524, C4 1.464, N6 1.308
3 C -0.322 -0.510 1.055  C2 1.524, H8 1.183, H9 1.084, H10 1.102
4 C 0.739 1.869 0.970  C2 1.464, H11 1.060, H12 1.132, H13 1.152
5 N 0.155 -0.339 -1.937  N6 1.304, H14 1.033
6 N 0.321 0.568 -1.015  C2 1.308, N5 1.304, H15 1.130
7 O -1.142 -3.707 -1.982  C1 1.135
8 H -1.274 -0.049 1.584  C3 1.183
9 H 0.412 -0.861 1.772  C3 1.084
10 H -0.626 -1.343 0.401  C3 1.102
11 H -0.078 2.162 1.578  C4 1.060
12 H 1.029 2.666 0.219  C4 1.132
13 H 1.561 1.445 1.656  C4 1.152
14 H -0.264 -1.238 -1.647  N5 1.033
15 H 0.824 1.448 -1.514  N6 1.130

E_LUMO (spin up / spin down) = 0.0319 / 0.0319 Eh
relative energy (zero: lowest compared OMol25 entry of this formula, charge and spin) = 100.6 kcal/mol
HOMO (spin up / spin down) = -0.2631 / -0.2631 hartree
frontier orbital gap (spin up / spin down) = 8.027 / 8.026 eV

Löwdin atomic charge list, values in e, 5 entries: C 0.018; C -0.402; C -0.029; C -0.063; N -0.025

---

(4)
C4H8N2O | ωB97M-V/def2-TZVPD

Last columns: bonded neighbours and bond lengths (Å).
Positions of all 15 atoms, in Å:
1 C 1.927 0.164 -0.479  C6 1.503, H13 1.093, H14 1.094, H15 1.088
2 N -1.505 -0.487 0.945  C3 1.389, C5 1.645, H8 1.010
3 C -0.313 0.179 0.684  N2 1.389, N4 1.378, C6 1.377
4 N -0.452 1.549 0.646  C3 1.378, H9 1.006, H10 1.009
5 C -1.914 -0.971 -0.574  N2 1.645, O7 1.173, H11 1.216
6 C 0.707 -0.517 0.075  C1 1.503, C3 1.377, H12 1.083
7 O -2.443 -0.293 -1.372  C5 1.173
8 H -1.373 -1.325 1.494  N2 1.010
9 H 0.178 2.069 0.058  N4 1.006
10 H -1.403 1.884 0.610  N4 1.009
11 H -1.011 -1.784 -0.617  C5 1.216
12 H 0.856 -1.536 0.413  C6 1.083
13 H 1.653 0.966 -1.170  C1 1.093
14 H 2.530 0.641 0.300  C1 1.094
15 H 2.562 -0.540 -1.012  C1 1.088

E_LUMO = 0.0289 Eh
SMILES string = C/C=C(\N)NC=O
relative energy (zero: lowest compared OMol25 entry of this formula, charge and spin) = 73.5 kcal/mol
HOMO = -0.3011 hartree
frontier orbital gap = 8.981 eV

Löwdin atomic charge list, values in e, 5 entries: C -0.115; N 0.010; C -0.481; N 0.137; C -0.216

---

(5)
C4H8N2O | ωB97M-V/def2-TZVPD

Last columns: bonded neighbours and bond lengths (Å).
Positions of all 15 atoms, in Å:
1 C -1.817 0.247 0.462  C3 1.457, O7 1.156
2 C 0.902 1.262 0.807  N5 1.449, N6 1.429, H8 1.129, H9 1.070
3 C -2.243 -0.893 -0.338  C1 1.457, H10 1.032, H11 1.002, H12 1.119
4 C 2.086 -0.516 -0.614  N6 1.438, H13 1.138, H14 1.102, H15 1.007
5 N 0.213 -0.005 0.940  C2 1.449, N6 1.415
6 N 0.952 0.283 -0.232  C2 1.429, C4 1.438, N5 1.415
7 O -2.276 1.223 0.880  C1 1.156
8 H 0.267 2.168 0.580  C2 1.129
9 H 1.789 1.496 1.358  C2 1.070
10 H -3.266 -0.863 -0.474  C3 1.032
11 H -1.977 -1.746 0.114  C3 1.002
12 H -1.775 -0.911 -1.355  C3 1.119
13 H 2.676 0.212 -1.259  C4 1.138
14 H 2.810 -0.653 0.206  C4 1.102
15 H 1.660 -1.303 -1.075  C4 1.007

E_LUMO (spin up / spin down) = 0.0279 / 0.0279 Eh
relative energy (zero: lowest compared OMol25 entry of this formula, charge and spin) = 132.8 kcal/mol
HOMO (spin up / spin down) = -0.2742 / -0.2742 hartree
frontier orbital gap (spin up / spin down) = 8.221 / 8.222 eV

Löwdin atomic charge list, values in e, 5 entries: C -0.234; C -0.216; C -0.007; C -0.094; N 0.008

---

(6)
C4H8N2O | ωB97M-V/def2-TZVPD

Last columns: bonded neighbours and bond lengths (Å).
Positions of all 15 atoms, in Å:
1 N -1.856 -0.840 0.667  C2 1.450, H8 1.014, H9 1.016
2 C -0.836 0.091 0.224  N1 1.450, C3 1.538, C6 1.476, H10 1.092
3 C 0.167 -0.378 -0.842  C2 1.538, C4 1.552, H11 1.099, H12 1.095
4 C 1.591 -0.016 -0.340  C3 1.552, O5 1.433, H13 1.095, H14 1.090
5 O 1.697 0.047 1.088  C4 1.433, H15 0.968
6 C -1.305 1.448 -0.113  C2 1.476, N7 1.156
7 N -1.511 2.561 -0.351  C6 1.156
8 H -2.093 -1.512 -0.054  N1 1.014
9 H -1.493 -1.354 1.465  N1 1.016
10 H -0.205 0.260 1.100  C2 1.092
11 H -0.025 0.070 -1.827  C3 1.099
12 H 0.055 -1.458 -0.985  C3 1.095
13 H 1.903 0.935 -0.783  C4 1.095
14 H 2.288 -0.802 -0.630  C4 1.090
15 H 1.623 0.963 1.392  O5 0.968

E_LUMO = 0.0244 Eh
SMILES string = N#C[C@@H](N)CCO
relative energy (zero: lowest compared OMol25 entry of this formula, charge and spin) = 48.3 kcal/mol
HOMO = -0.3727 hartree
frontier orbital gap = 10.808 eV

Löwdin atomic charge list, values in e, 5 entries: N 0.051; C -0.412; C -0.123; C -0.222; O -0.093